DFT (wB97M-V/def2-TZVPD) results for a cluster of 2 separate species, C3H10O2 in total at a distorted geometry.

```
15
Properties=species:S:1:pos:R:3:lowdin_charge:R:1
C -1.098 1.331 -0.961 0.021
C -0.578 -0.133 -0.697 -0.358
C 0.832 -0.417 -1.152 0.001
O -1.338 -1.078 -1.385 0.190
H -0.804 1.825 -1.821 0.077
H -0.530 2.082 -0.343 0.131
H -2.136 1.370 -0.595 0.106
H -0.750 -0.255 0.477 0.267
H 1.380 0.414 -1.402 0.074
H 0.804 -1.163 -1.997 0.130
H 1.356 -1.046 -0.448 0.102
H -2.371 -0.724 -1.307 0.258
H 1.178 -1.214 3.931 0.058
H 2.461 -0.656 3.967 0.024
O 1.594 -0.334 3.732 -0.080
```

E_LUMO (alpha / beta) in eV: -4.066 / -9.954
2S+1: 2
E_HOMO (alpha / beta) in Ha: -0.5287 / -0.5286
Orbital gap (alpha / beta) in eV: 10.3202 / 4.4306
Total energy in hartree: -270.3529
Strongest force on any atom in eV Å⁻¹: 4.94
Net charge: +1

***

DFT (wB97M-V/def2-TZVPD) results for a cluster of 2 separate species, C3H10O2S in total.

```
16
Properties=species:S:1:pos:R:3:lowdin_charge:R:1
O -0.437 1.862 -1.640 -0.073
C -0.803 1.418 -0.349 -0.293
C -0.459 -0.053 -0.237 -0.277
C -0.941 -0.623 1.085 -0.601
S -0.831 -2.421 1.201 0.699
H -0.739 2.760 -1.857 0.096
H -0.284 1.987 0.443 0.124
H -1.877 1.514 -0.179 0.116
H -0.858 -0.576 -1.103 0.111
H 0.622 -0.234 -0.336 0.113
H -2.007 -0.413 1.210 0.069
H -0.441 -0.136 1.912 0.072
H 0.496 -2.537 1.054 -0.147
O 3.584 1.634 -1.127 -0.065
H 2.650 1.621 -1.384 0.024
H 3.827 2.516 -0.827 0.032
```

E_LUMO in eV: 0.607
E_HOMO in Ha: -0.3353
Orbital gap in eV: 9.7317
Total energy in hartree: -668.9490
Strongest force on any atom in eV Å⁻¹: 0.74
Structure (SMILES): OCCCS.O

***

DFT (wB97M-V/def2-TZVPD) results for a cluster of 3 separate species, C3H10O3 in total at a distorted geometry.

```
16
Properties=species:S:1:pos:R:3:lowdin_charge:R:1
C 1.323 -0.777 0.965 -0.132
O 1.042 -0.707 -0.434 0.057
C 0.002 -0.050 1.463 0.050
C -1.021 -0.859 1.850 0.209
H 2.280 -0.426 1.131 0.113
H 1.347 -1.842 1.283 0.146
H 0.291 -1.251 -0.731 0.131
H 0.129 1.047 1.588 0.153
H -1.995 -0.351 2.035 0.128
H -1.110 -1.944 1.659 0.129
H 0.833 1.296 -0.883 -0.034
H 1.476 2.633 -0.790 0.080
O 0.616 2.211 -1.035 -0.048
H -1.103 0.441 -1.687 0.047
H -2.679 -0.043 -1.874 -0.036
O -1.820 -0.185 -1.955 0.007
```

E_LUMO (alpha / beta) in eV: -5.297 / -9.674
2S+1: 2
E_HOMO (alpha / beta) in Ha: -0.5604 / -0.5596
Orbital gap (alpha / beta) in eV: 9.9534 / 5.5525
Total energy in hartree: -345.5815
Strongest force on any atom in eV Å⁻¹: 8.21
Net charge: +1

***

DFT (wB97M-V/def2-TZVPD) results for a cluster of 3 separate species, C3H10O3S in total at a distorted geometry.

```
17
Properties=species:S:1:pos:R:3:lowdin_charge:R:1
O -1.662 -1.579 1.122 -0.253
C -1.824 -1.971 -0.086 -0.503
C -2.559 -1.116 -1.092 -0.360
C -2.233 0.383 -0.934 -0.604
S -0.495 0.710 -1.339 0.618
H -1.308 -2.853 -0.510 0.035
H -3.648 -1.231 -1.148 0.063
H -2.284 -1.450 -2.118 0.079
H -2.873 0.942 -1.628 0.040
H -2.533 0.699 0.049 0.053
H -0.066 0.887 -0.083 -0.163
H 0.800 1.591 6.190 -0.016
H -0.210 2.654 6.161 0.044
O 0.548 2.299 5.670 -0.029
H 7.074 0.498 -2.146 0.042
H 5.952 -0.429 -2.470 0.031
O 6.863 -0.263 -2.722 -0.074
```

E_LUMO (alpha / beta) in eV: 2.651 / 2.606
2S+1: 2
E_HOMO (alpha / beta) in Ha: 0.0151 / -0.1164
Orbital gap (alpha / beta) in eV: 2.2414 / 5.7736
Total energy in hartree: -744.1461
Strongest force on any atom in eV Å⁻¹: 3.03
Net charge: -1

***

DFT (wB97M-V/def2-TZVPD) results for a cluster of 3 separate species, C3H10O3S in total at a distorted geometry.

```
17
Properties=species:S:1:pos:R:3:lowdin_charge:R:1
C -0.878 0.548 0.084 -0.333
O -1.538 1.788 0.214 -0.133
C 0.637 0.747 0.105 -0.318
C 1.481 -0.506 -0.214 -0.830
S 3.224 -0.090 -0.503 0.006
H -1.277 -0.145 0.829 0.092
H -1.093 0.143 -0.910 0.108
H 0.944 1.276 1.012 0.091
H 0.806 1.468 -0.705 0.085
H 0.968 -0.902 -1.109 0.040
H 1.322 -1.225 0.594 0.015
H 0.077 -2.938 0.671 0.016
H -1.124 -2.073 0.918 0.012
O -0.791 -2.969 1.099 -0.087
H -2.498 1.631 0.007 0.006
H -4.197 1.341 -1.000 -0.176
O -4.170 0.925 -0.124 -0.595
```

E_LUMO in eV: 5.831
E_HOMO in Ha: -0.0061
Orbital gap in eV: 5.9959
Total energy in hartree: -744.1558
Strongest force on any atom in eV Å⁻¹: 1.39
Net charge: -2

***

DFT (wB97M-V/def2-TZVPD) results for a cluster of 3 separate species, C3H10O3S in total at a distorted geometry.

```
17
Properties=species:S:1:pos:R:3:lowdin_charge:R:1
O 2.662 -1.832 -1.937 -0.021
C 2.334 -0.585 -1.909 -0.166
C 1.321 -0.099 -0.865 -0.255
C 0.925 1.374 -1.011 -0.498
S -0.739 1.896 -0.177 0.602
H 2.994 0.066 -2.407 0.099
H 0.500 -0.730 -1.009 0.085
H 1.538 -0.503 0.120 0.122
H 0.944 1.471 -2.107 0.069
H 1.743 2.151 -0.501 0.125
H -0.919 1.831 1.248 -0.147
O 0.124 2.091 3.165 -0.132
H 0.262 1.730 4.104 0.081
H -0.844 2.129 3.354 0.038
O -4.019 -3.793 -0.294 -0.045
H -3.896 -3.275 0.534 0.056
H -4.931 -3.923 -0.308 -0.011
```

E_LUMO in eV: 0.165
E_HOMO in Ha: -0.3346
Orbital gap in eV: 9.2689
Total energy in hartree: -744.0995
Strongest force on any atom in eV Å⁻¹: 6.88
Structure (SMILES): O=CCCS.O.O

***

DFT (wB97M-V/def2-TZVPD) results for a cluster of 3 separate species, C3H10O3S in total at a distorted geometry.

```
17
Properties=species:S:1:pos:R:3:lowdin_charge:R:1
O -1.826 0.580 1.660 0.042
C -0.626 0.623 1.523 -0.239
C 0.192 -0.376 0.641 -0.240
C 1.694 -0.208 0.807 -0.582
S 2.479 -1.585 -0.101 0.687
H -0.130 1.535 1.856 0.117
H -0.262 -1.331 0.892 0.112
H -0.063 -0.045 -0.377 0.121
H 2.027 -0.330 1.847 0.066
H 2.177 0.752 0.473 0.095
H 2.919 -0.874 -1.159 -0.144
O -3.804 2.817 2.529 -0.070
H -4.316 3.005 1.733 0.033
H -2.923 2.540 2.241 0.002
O 1.095 -2.566 -4.987 -0.057
H 0.721 -1.794 -5.417 0.030
H 0.647 -2.743 -4.161 0.026
```

E_LUMO in eV: 0.440
E_HOMO in Ha: -0.3467
Orbital gap in eV: 9.8759
Total energy in hartree: -744.1710
Strongest force on any atom in eV Å⁻¹: 2.82
Structure (SMILES): O=CCCS.O.O

***

DFT (wB97M-V/def2-TZVPD) results for a cluster of 2 separate species, C3H10O3SSi in total at a distorted geometry.

```
18
Properties=species:S:1:pos:R:3:lowdin_charge:R:1
O 0.879 1.395 -0.965 -0.116
Si 1.966 0.556 -0.130 0.175
O 3.484 1.159 -0.040 -0.161
O 1.577 0.173 1.409 -0.121
H 0.766 2.277 -0.881 -0.007
H 1.834 -0.798 -1.016 0.042
H 3.874 1.722 -0.809 0.120
H 1.962 -0.566 1.863 0.055
C -1.499 -1.803 0.229 -0.095
C -1.771 -0.521 -0.555 -0.278
C -1.615 0.630 0.440 -0.697
S -1.982 2.175 0.281 0.692
H -2.355 -1.880 0.774 0.033
H -1.495 -2.570 -0.510 0.063
H -0.631 -1.826 0.981 0.110
H -2.696 -0.277 -1.205 0.148
H -1.015 -0.270 -1.223 0.052
H -1.285 0.424 1.356 -0.017
```

E_LUMO in eV: 0.157
E_HOMO in Ha: -0.3074
Orbital gap in eV: 8.5223
Total energy in hartree: -1033.7654
Strongest force on any atom in eV Å⁻¹: 4.54
Structure (SMILES): O[SiH](O)O.CCC=S

***

DFT (wB97M-V/def2-TZVPD) results for a cluster of 3 separate species, C3H10O4 in total at a distorted geometry.

```
17
Properties=species:S:1:pos:R:3:lowdin_charge:R:1
C 1.083 -2.442 1.105 -0.123
C 1.012 -1.076 0.614 -0.202
C -0.260 -0.275 0.941 -0.389
O -1.274 -0.286 0.202 0.073
O -0.016 0.891 1.711 0.057
H 1.872 -3.132 0.773 0.087
H 0.126 -3.046 1.179 0.102
H 1.175 -2.235 2.181 0.083
H 1.819 -0.603 1.047 0.085
H 1.081 -0.999 -0.505 0.138
H -0.818 0.847 2.216 0.087
O -3.350 2.464 0.750 -0.126
H -2.574 3.054 0.462 0.071
H -4.127 3.069 0.942 0.056
O 2.873 0.109 -4.587 -0.096
H 2.084 0.248 -5.176 0.057
H 2.487 0.141 -3.682 0.039
```

E_LUMO in eV: 0.316
E_HOMO in Ha: -0.3864
Orbital gap in eV: 10.8299
Total energy in hartree: -421.2168
Strongest force on any atom in eV Å⁻¹: 5.10
Structure (SMILES): CCC(=O)O.O.O

***

DFT (wB97M-V/def2-TZVPD) results for a cluster of 3 separate species, C3H10O4S in total at a distorted geometry.

```
18
Properties=species:S:1:pos:R:3:lowdin_charge:R:1
O -1.186 2.866 -0.483 0.103
C -0.372 1.981 -0.411 -0.546
O 0.744 1.962 -1.152 0.103
C -0.456 0.810 0.531 -0.161
C -0.774 -0.522 -0.182 -0.589
S -0.475 -1.957 0.837 0.734
H 0.866 2.789 -1.642 0.130
H 0.524 0.695 0.965 0.105
H -1.194 1.054 1.276 0.119
H -0.337 -0.515 -1.178 0.058
H -1.833 -0.543 -0.421 0.070
H 0.805 -1.747 1.133 -0.153
O -0.839 0.081 -3.670 -0.057
H -0.640 1.022 -3.606 0.029
H -1.807 0.082 -3.582 0.049
O 2.150 -2.633 3.504 -0.077
H 2.880 -2.127 3.903 0.042
H 1.943 -3.298 4.179 0.040
```

E_LUMO in eV: 0.499
E_HOMO in Ha: -0.3294
Orbital gap in eV: 9.4624
Total energy in hartree: -819.4598
Strongest force on any atom in eV Å⁻¹: 1.26
Structure (SMILES): O=C(O)CCS.O.O

***

DFT (wB97M-V/def2-TZVPD) results for a cluster of 2 separate species, C3H10O5P2 in total at a distorted geometry.

```
20
Properties=species:S:1:pos:R:3:lowdin_charge:R:1
C -0.336 -1.219 0.429 -0.428
C -1.193 -1.952 -0.516 -0.116
C 0.624 -1.951 1.260 -0.151
O 1.034 3.292 0.276 -0.259
O 2.621 2.733 1.927 -0.247
O -2.032 0.146 -3.160 -0.028
O -0.835 1.443 -0.539 -0.371
O 1.123 0.903 1.069 -0.487
P 1.066 2.519 1.682 0.740
P 0.093 0.376 -0.025 0.749
H -2.019 -2.342 -0.028 0.069
H -0.697 -2.676 -0.928 0.012
H -1.585 -1.424 -1.491 0.112
H 1.598 -1.403 1.464 0.085
H 0.276 -2.160 2.316 0.099
H 0.916 -3.003 0.893 0.105
H -2.373 0.331 -2.369 -0.070
H 2.921 2.400 1.020 0.093
H -1.309 0.807 -3.280 0.067
H 0.107 3.178 -0.001 0.026
```

E_LUMO (alpha / beta) in eV: -0.739 / -0.739
E_HOMO (alpha / beta) in Ha: -0.3180 / -0.3180
Orbital gap (alpha / beta) in eV: 7.9148 / 7.9154
Total energy in hartree: -1179.2423
Strongest force on any atom in eV Å⁻¹: 6.13

***

DFT (wB97M-V/def2-TZVPD) results for a cluster of 2 separate species, C3H10OP2 in total at a distorted geometry.

```
16
Properties=species:S:1:pos:R:3:lowdin_charge:R:1
C -0.996 -0.844 -2.060 -0.092
C 0.345 1.606 1.636 -0.484
C 1.247 -0.644 -1.192 -0.093
O 0.081 -1.344 -1.242 -0.308
P -1.290 -1.070 1.844 0.367
P 0.552 -0.158 1.573 0.412
H -0.770 -1.216 -3.098 0.104
H -1.112 0.248 -1.952 0.093
H -1.912 -1.313 -1.837 0.059
H 1.418 2.001 1.625 0.040
H -0.092 2.111 0.778 0.016
H -0.198 1.895 2.619 0.059
H 1.294 0.169 -1.958 0.089
H 1.932 -1.289 -0.823 0.010
H -2.112 -0.039 1.436 -0.247
H 1.614 -0.116 2.650 -0.024
```

E_LUMO (alpha / beta) in eV: -0.634 / 0.529
E_HOMO (alpha / beta) in Ha: -0.2569 / -0.2609
Orbital gap (alpha / beta) in eV: 6.3558 / 7.6286
Total energy in hartree: -878.0550
Strongest force on any atom in eV Å⁻¹: 4.37

***

Please write out number 4 again, unchanged.
DFT (wB97M-V/def2-TZVPD) results for a cluster of 3 separate species, C3H10O3S in total at a distorted geometry.

```
17
Properties=species:S:1:pos:R:3:lowdin_charge:R:1
O -1.662 -1.579 1.122 -0.253
C -1.824 -1.971 -0.086 -0.503
C -2.559 -1.116 -1.092 -0.360
C -2.233 0.383 -0.934 -0.604
S -0.495 0.710 -1.339 0.618
H -1.308 -2.853 -0.510 0.035
H -3.648 -1.231 -1.148 0.063
H -2.284 -1.450 -2.118 0.079
H -2.873 0.942 -1.628 0.040
H -2.533 0.699 0.049 0.053
H -0.066 0.887 -0.083 -0.163
H 0.800 1.591 6.190 -0.016
H -0.210 2.654 6.161 0.044
O 0.548 2.299 5.670 -0.029
H 7.074 0.498 -2.146 0.042
H 5.952 -0.429 -2.470 0.031
O 6.863 -0.263 -2.722 -0.074
```

E_LUMO (alpha / beta) in eV: 2.651 / 2.606
2S+1: 2
E_HOMO (alpha / beta) in Ha: 0.0151 / -0.1164
Orbital gap (alpha / beta) in eV: 2.2414 / 5.7736
Total energy in hartree: -744.1461
Strongest force on any atom in eV Å⁻¹: 3.03
Net charge: -1